The following is a DFT calculation (ωB97M-V/def2-TZVPD) of the molecule H2O5SSi.

The highest occupied orbital energy is -0.432 Ha. For the orbital gap, the calculation gives 11.935 eV.

Last column: natural (NBO) charge in e.
Cartesian coordinates (Å):
O (-3.16130, -1.35490, 0.08134)  -0.89
O (-3.39383, 1.04178, -0.36013)  -0.89
O (0.61068, -0.93371, 0.28669)  -1.10
O (-1.26820, -0.11983, -0.91485)  -1.02
O (-1.69558, 0.27024, 1.29516)  -1.01
Si (-0.33518, 0.33696, 0.36540)  2.05
S (-2.59237, -0.06829, -0.02266)  2.52
H (0.46667, -1.61575, -0.37667)  0.53
H (0.18805, 1.67487, 0.33982)  -0.20

The following is a DFT calculation (ωB97M-V/def2-TZVPD) of a cluster of 2 separate species, H2O6P2S in total.

The highest occupied orbital energy is -0.014 Ha. As for the total charge: -2. For the orbital gap, the calculation gives 5.685 eV.

Last column: natural (NBO) charge in e.
Cartesian coordinates (Å):
O (-4.71240, -0.02296, 3.27568)  -1.36
O (3.49276, -0.96841, -2.09132)  -1.00
O (-0.97088, -0.01999, 2.47577)  -1.07
O (2.90012, 0.74557, -3.65453)  -1.00
O (1.04907, -0.06409, -1.75541)  -1.15
O (-0.80811, 0.27150, 0.00634)  -1.15
P (0.68424, 0.79541, -0.46117)  1.17
P (-1.78338, -0.10562, 1.29842)  1.61
S (2.45813, -0.47615, -2.96196)  1.73
H (-3.72833, -0.17483, 3.44990)  0.38
H (1.41878, 0.01957, 0.41827)  -0.16

The following is a DFT calculation (ωB97M-V/def2-TZVPD) of a structure of composition H2ORb.

The highest occupied orbital energy is -0.674 Ha. As for the total charge: +1. For the orbital gap, the calculation gives 13.986 eV.

Last column: Mulliken charge in e.
Cartesian coordinates (Å):
Rb (-5.93435, 21.84900, 12.15461)  0.92
O (-7.59568, 20.96589, 11.62712)  -0.62
H (-7.71081, 21.40841, 12.46805)  0.35
H (-8.44436, 20.55945, 11.45165)  0.35

The following is a DFT calculation (ωB97M-V/def2-TZVPD) of a structure of composition H2P2.

The highest occupied orbital energy (spin up / spin down) is -0.260 / -0.368 Ha. For the orbital gap (spin up / spin down), the calculation gives 6.242 / 6.800 eV. Its spin multiplicity is 3.

Last column: Mulliken spin population.
Cartesian coordinates (Å):
P (2.06099, 1.42750, 1.15088)  1.00
P (1.03993, -0.16226, 1.50422)  1.00
H (-1.34369, -0.95527, -1.40398)  0.00
H (-1.75723, -0.30997, -1.25112)  0.00

The following is a DFT calculation (ωB97M-V/def2-TZVPD) of a structure of composition H30Mg2O23S2.

The highest occupied orbital energy is -0.291 Ha. For the orbital gap, the calculation gives 5.956 eV.

Last column: natural (NBO) charge in e.
Cartesian coordinates (Å):
Mg (-2.51646, 1.08879, -1.33324)  1.82
Mg (2.41957, 1.11653, -0.85699)  1.78
S (2.59397, 3.22614, -2.10876)  2.59
O (1.50557, 2.76230, -1.20631)  -1.22
O (1.96439, 3.24920, -3.41518)  -1.07
O (3.14253, 4.51466, -1.70177)  -1.01
O (3.53508, 2.11980, -1.95247)  -1.17
S (-0.16836, -0.39957, 0.45332)  2.71
O (-0.06956, -1.63653, -0.28552)  -1.12
O (-1.37380, 0.31967, -0.05561)  -1.19
O (-0.33574, -0.73000, 1.85985)  -1.06
O (1.01551, 0.36865, 0.16506)  -1.11
O (1.80391, 0.04514, -2.46560)  -1.00
H (1.23145, -0.72678, -2.49944)  0.50
H (2.33104, -0.00820, -3.26587)  0.51
O (-2.92729, -1.36355, 2.08090)  -0.93
H (-2.11121, -1.27002, 1.57316)  0.47
H (-3.38664, -2.09990, 1.67233)  0.44
O (-3.16633, 2.38148, 0.13039)  -1.00
H (-2.98503, 3.28802, -0.13168)  0.50
H (-3.47989, 2.44824, 1.03478)  0.53
O (3.78423, -0.43155, -0.65022)  -0.98
H (4.16535, -1.19644, -1.08491)  0.51
H (4.29886, -0.32626, 0.15427)  0.50
O (-1.22828, 2.50260, -1.78404)  -1.04
H (-1.64022, 3.21562, -2.27987)  0.48
H (-0.28801, 2.55656, -2.01851)  0.58
O (-0.71639, -0.16484, 4.37392)  -0.94
H (-0.73219, 0.79051, 4.46129)  0.44
H (-0.47617, -0.32202, 3.45053)  0.48
O (-0.03654, -2.11428, -2.80631)  -1.01
H (0.57038, -2.83988, -2.97278)  0.51
H (0.04505, -1.93740, -1.85638)  0.49
O (-1.70503, -3.71415, -0.15857)  -0.95
H (-1.15697, -2.92733, -0.28496)  0.49
H (-2.60195, -3.38098, -0.10428)  0.43
O (-0.89928, -2.97906, 3.58428)  -0.93
H (-1.51225, -3.68991, 3.38906)  0.46
H (-0.75032, -2.54990, 2.73741)  0.47
O (3.24571, 1.87091, 0.86347)  -0.99
H (3.54206, 2.78419, 0.90113)  0.52
H (2.85842, 1.70347, 1.72610)  0.50
O (-3.92374, -0.16596, -0.96757)  -1.00
H (-3.98293, -1.06386, -0.63387)  0.53
H (-4.78837, 0.00875, -1.34916)  0.50
O (-1.72629, 0.02619, -2.74482)  -1.03
H (-1.53266, -0.91678, -2.69436)  0.54
H (-1.35877, 0.30273, -3.58767)  0.52
O (2.01467, -0.79319, 3.34741)  -0.95
H (1.27689, -0.57419, 2.76910)  0.47
H (1.97628, -0.13801, 4.04668)  0.47
O (-0.19040, 2.63034, 1.87877)  -0.92
H (0.03447, 1.69734, 1.90442)  0.47
H (-1.09027, 2.66810, 2.20667)  0.45
O (1.92583, -3.34294, -0.77454)  -0.97
H (1.14881, -2.77404, -0.74159)  0.48
H (2.42730, -3.10844, 0.00852)  0.48

The following is a DFT calculation (ωB97M-V/def2-TZVPD) of a cluster of 15 separate species, H30O15 in total.

The highest occupied orbital energy is -0.384 Ha. For the orbital gap, the calculation gives 10.243 eV.

Last column: natural (NBO) charge in e.
Cartesian coordinates (Å):
O (2.30549, -1.56658, 1.70864)  -0.96
H (2.49975, -1.86881, 2.62835)  0.48
H (2.14959, -0.64531, 1.98713)  0.48
O (-2.65095, 1.55281, 0.67674)  -0.99
H (-2.23142, 1.27222, -0.12968)  0.52
H (-3.14319, 0.95632, 1.22550)  0.49
O (1.35623, 1.37095, 4.82729)  -0.94
H (0.38887, 1.35452, 4.67904)  0.48
H (1.68234, 1.32430, 3.92225)  0.46
O (3.44402, 2.42384, -0.97850)  -0.95
H (4.30464, 1.98559, -1.14583)  0.47
H (3.48902, 3.23450, -1.49291)  0.47
O (-0.44909, -1.50284, 1.08407)  -0.98
H (0.40856, -1.87961, 0.88610)  0.51
H (-1.06419, -2.06276, 1.54692)  0.47
O (-1.30136, 0.64704, -2.06870)  -0.96
H (-1.90825, 0.52034, -2.81557)  0.48
H (-0.44720, 0.52354, -2.48954)  0.48
O (2.30536, -3.00319, -3.33814)  -0.94
H (2.19912, -2.38891, -4.08233)  0.46
H (1.91247, -2.55756, -2.58093)  0.48
O (1.88084, 0.51715, -2.97700)  -0.96
H (1.38467, 0.71926, -2.16337)  0.48
H (2.74288, 0.93477, -2.99229)  0.50
O (-0.12347, -3.95027, 1.66748)  -0.93
H (-0.60657, -4.72867, 1.36330)  0.47
H (-0.62588, -3.84207, 2.48193)  0.46
O (0.00951, 2.49923, 1.57315)  -0.97
H (-0.89341, 2.14911, 1.55875)  0.49
H (0.06682, 2.86569, 0.68334)  0.46
O (-1.91237, 2.65559, 3.50688)  -0.94
H (-2.42641, 2.82528, 2.69514)  0.47
H (-1.39260, 3.46407, 3.30293)  0.47
O (0.15709, 2.47862, -3.59687)  -1.01
H (-0.36022, 2.50485, -2.79572)  0.48
H (0.92669, 1.88652, -3.67528)  0.50
O (3.34867, -1.87844, -1.29497)  -0.97
H (2.83980, -1.70861, -0.48777)  0.49
H (4.26875, -2.09286, -1.10918)  0.48
O (-4.58971, 0.19894, -0.67112)  -0.95
H (-4.90411, -0.53206, -0.05611)  0.47
H (-4.36078, -0.26183, -1.47937)  0.47
O (-3.97494, -2.38393, 0.05352)  -0.93
H (-3.02370, -2.38737, -0.23246)  0.48
H (-3.68139, -1.62338, 0.59513)  0.45

Computed energy relative to the best compared isomer or geometry (same formula, charge and spin) (kcal per mole) in order:
0.0 31.5 84.1 0.0 0.0 95.3